{"formula": "C2H6N4OS", "method": "ωB97M-V/def2-TZVPD", "symbols": ["H", "O", "N", "N", "N", "H", "H", "C", "S", "N", "C", "H", "H", "H"], "positions_angstrom": [[-2.578, -0.444, 1.373], [1.824, 0.132, -1.840], [-1.257, -0.152, -0.143], [1.212, 0.474, 1.608], [-1.554, -0.178, 1.174], [1.997, -0.544, 0.151], [0.347, 0.330, 2.204], [0.572, 0.036, -1.855], [-0.548, 0.062, -3.277], [1.078, -0.363, 0.489], [0.042, -0.037, -0.468], [-1.655, 0.005, -2.439], [-0.779, -0.690, 1.722], [1.297, 1.368, 1.303]], "spin_multiplicity": 1, "de_lowest_kcal_mol": 88.7, "max_force_ev_per_a": 4.4}

{"formula": "C4H11N3O2", "method": "ωB97M-V/def2-TZVPD", "symbols": ["O", "H", "H", "C", "H", "H", "H", "N", "N", "H", "H", "C", "O", "N", "H", "C", "H", "C", "H", "H"], "positions_angstrom": [[1.354, -0.302, -1.452], [-4.013, -1.247, 1.486], [-0.878, 1.131, 1.752], [-1.672, 1.463, -0.099], [-1.330, 0.647, -0.732], [-4.099, 0.237, 2.247], [-0.786, -1.233, 0.493], [-1.697, -1.385, 0.910], [-1.778, 1.035, 1.302], [4.594, -0.769, -1.315], [3.625, 0.399, 0.349], [-2.221, -0.344, 1.397], [2.709, 0.162, 0.212], [-3.569, -0.366, 1.683], [3.579, -0.414, -2.770], [2.467, -0.355, -1.013], [-0.835, 2.169, -0.140], [3.635, -0.898, -1.796], [-2.508, 2.016, -0.511], [3.424, -1.946, -2.002]], "spin_multiplicity": 1, "de_lowest_kcal_mol": 34.4, "max_force_ev_per_a": 2.6}

{"formula": "C39H76BBr2F3N5O3", "method": "ωB97M-V/def2-TZVPD", "symbols": ["H", "H", "H", "C", "C", "H", "C", "C", "C", "H", "H", "H", "C", "C", "H", "H", "H", "H", "H", "F", "C", "C", "H", "C", "C", "C", "H", "H", "C", "H", "C", "Br", "H", "C", "H", "H", "H", "H", "C", "C", "C", "H", "H", "H", "H", "C", "H", "H", "H", "N", "H", "C", "C", "H", "C", "H", "H", "H", "O", "H", "H", "H", "C", "H", "H", "H", "C", "H", "H", "H", "H", "O", "C", "H", "H", "H", "C", "C", "H", "C", "O", "C", "H", "C", "H", "H", "H", "H", "H", "H", "C", "H", "C", "C", "C", "C", "H", "H", "N", "H", "H", "H", "H", "F", "C", "H", "H", "H", "C", "H", "F", "N", "H", "H", "B", "H", "H", "H", "Br", "H", "N", "H", "H", "H", "C", "N", "H", "H", "C"], "positions_angstrom": [[-3.140, -0.887, 2.034], [-4.298, -0.789, -3.070], [3.252, -0.598, -1.060], [1.081, 1.562, 3.128], [4.058, 4.788, 2.242], [-8.941, -1.358, -3.812], [-4.344, 2.150, 1.528], [6.288, -2.110, -1.183], [0.663, 1.031, 1.743], [1.791, 2.359, 0.534], [2.724, 0.961, 1.007], [-4.680, -3.442, -6.105], [-4.701, -4.253, -0.642], [-5.154, -1.092, -5.031], [3.257, 1.327, 3.066], [6.448, -1.380, -1.971], [2.789, -2.783, 3.471], [-2.318, 0.373, -0.382], [-4.149, -2.182, 0.455], [-4.793, 4.410, 0.767], [5.606, -3.701, 1.072], [2.398, 1.031, 3.662], [0.843, -0.883, 2.658], [-7.013, -2.315, -3.974], [-0.713, -1.969, 0.000], [4.811, -2.102, -0.725], [-1.400, 0.511, 2.924], [-2.047, 1.355, 1.022], [-2.629, 0.524, 0.643], [3.657, 1.738, 5.326], [5.462, 7.651, 1.465], [-2.258, 4.211, 1.607], [0.263, 1.406, 3.839], [4.481, 5.712, -1.392], [-4.705, -5.331, -0.810], [6.415, -4.000, 0.423], [3.090, 4.709, -0.118], [-7.329, -3.344, -3.783], [-2.068, -1.945, 0.699], [-3.268, -2.249, -0.193], [4.537, -3.992, 3.214], [-5.067, -4.089, 0.372], [5.114, 6.599, -1.423], [4.352, -3.871, 5.344], [-6.804, -1.899, -2.983], [-4.880, -0.228, -3.810], [-3.410, -1.485, -0.959], [-1.347, -1.217, 3.236], [2.442, 6.266, 2.298], [0.407, -1.252, 0.666], [-2.082, -2.727, 1.461], [-6.519, -2.959, -7.094], [3.141, 5.775, 2.977], [-1.703, -2.563, -3.011], [-3.296, -3.676, -0.784], [3.733, 5.820, -2.178], [-4.455, 1.094, -0.330], [4.283, -2.734, -1.443], [2.646, -1.566, 1.252], [-5.390, -3.805, -1.358], [5.126, 7.828, 2.485], [1.459, 0.842, -0.257], [4.478, -4.631, 4.574], [-0.468, -3.031, -0.032], [4.432, -0.173, 0.185], [6.440, 6.129, 0.318], [3.594, -3.065, 2.803], [6.349, 8.267, 1.307], [5.423, -5.129, 4.782], [4.690, 8.013, 0.784], [-5.737, -0.503, -5.754], [-2.350, -4.468, -0.091], [5.810, 6.179, 1.208], [-0.870, 0.148, -2.605], [-6.061, -4.282, -5.458], [-0.249, -2.026, -3.444], [2.608, 1.585, 5.091], [4.301, -0.652, -0.781], [2.150, 0.930, 5.833], [-5.730, -3.309, -5.828], [-0.550, -0.119, -1.736], [0.204, -0.459, 1.882], [1.176, 2.648, 3.028], [-4.122, 0.903, 0.687], [2.408, -0.055, 3.767], [5.096, 4.841, -1.621], [-8.669, -2.075, -5.389], [3.464, 3.902, 1.984], [3.670, -5.356, 4.639], [-7.592, -3.077, -6.956], [5.539, -4.311, 2.308], [2.093, 2.543, 5.194], [3.792, 5.545, -0.046], [-8.185, -1.533, -4.579], [1.472, -2.226, 0.862], [-1.215, -0.457, 2.466], [6.628, -3.095, -1.492], [-4.301, 0.648, -4.106], [4.715, 5.239, 1.032], [-3.095, -3.627, -1.856], [3.703, 6.542, 3.507], [-2.580, -5.394, -0.206], [-5.790, 0.133, -3.330], [-3.653, 1.992, 2.708], [3.666, -2.465, 1.562], [2.551, 5.239, 3.724], [6.440, 5.808, 2.020], [-6.224, -3.631, -7.902], [1.735, 1.278, 0.700], [4.820, 4.428, 2.939], [-3.547, 3.157, -0.483], [-2.316, -0.680, 1.473], [4.870, -0.080, -1.512], [6.284, -5.048, 2.576], [-0.696, -1.471, -1.531], [1.646, -2.763, -0.077], [-7.875, -0.558, -4.958], [-6.325, -1.941, -7.431], [-6.210, 2.282, 2.015], [-4.196, -1.307, -5.515], [-0.766, -2.408, -2.655], [6.921, -1.807, -0.345], [1.175, -2.972, 1.620], [-0.192, 1.645, 1.441], [-3.854, 3.467, 0.800], [-5.763, -2.370, -4.715], [3.185, 6.443, 0.154], [-4.755, 0.102, 1.066], [4.690, -2.739, 0.655]], "spin_multiplicity": 1, "e_tot_ev": -204177.8497, "charge": 1, "max_force_ev_per_a": 1.4}

{"formula": "C26H44FIN3O4PS", "method": "ωB97M-V/def2-TZVPD", "symbols": ["H", "H", "C", "H", "O", "C", "C", "C", "H", "H", "H", "H", "H", "C", "H", "C", "H", "C", "H", "H", "H", "H", "N", "H", "H", "H", "N", "S", "H", "H", "H", "C", "C", "H", "H", "C", "H", "N", "O", "C", "O", "H", "C", "H", "H", "C", "H", "H", "C", "H", "H", "H", "P", "C", "H", "C", "I", "H", "H", "C", "H", "H", "C", "C", "H", "C", "H", "H", "O", "C", "C", "H", "C", "C", "F", "H", "H", "H", "C", "C", "H"], "positions_angstrom": [[-1.562, -5.430, 2.678], [0.504, 2.772, -0.584], [0.620, -0.457, -3.097], [-2.120, 2.590, -3.108], [-2.457, -2.741, 0.935], [0.483, 2.052, 0.240], [-2.647, -4.077, 1.359], [5.449, 2.073, 0.350], [-0.685, 2.561, 1.912], [-1.257, 0.524, -3.260], [4.955, 1.184, -1.536], [0.473, -1.503, -2.826], [2.827, 2.296, -0.667], [5.753, 1.134, -0.800], [-4.472, 1.011, -0.962], [-2.315, -1.882, -2.269], [6.667, 1.468, -1.278], [7.371, -1.156, -1.004], [8.989, -3.561, -2.198], [-4.076, -2.415, -0.287], [-2.466, 4.241, -2.464], [5.412, 3.077, -0.072], [-3.882, 3.414, -0.502], [-1.216, 3.235, -1.751], [1.813, 1.710, 1.925], [-1.666, 1.962, 3.711], [8.467, -0.587, -1.253], [5.891, -0.599, -0.280], [0.117, -3.275, 1.289], [-4.398, -2.349, 1.420], [-1.883, -3.849, -3.043], [1.639, 2.441, 1.140], [4.087, 1.801, 1.026], [3.252, 3.663, 0.414], [3.839, 0.745, 0.898], [-0.916, 2.229, 0.902], [-1.445, -3.708, 3.037], [9.294, -1.566, -1.805], [-3.413, -0.210, 2.119], [2.971, 2.614, 0.365], [7.374, -2.468, -1.345], [-2.756, -3.852, -1.552], [-1.456, -4.444, 2.230], [-3.570, -4.218, 1.922], [-2.657, 0.567, 4.163], [-2.623, 1.469, 3.568], [-1.422, 3.069, 0.434], [0.614, -0.387, -4.177], [-2.197, 3.220, -2.226], [-0.225, 1.330, -2.111], [1.401, 3.381, 1.643], [-3.377, -1.687, -2.138], [-1.329, -0.729, -1.191], [-1.787, 0.973, 1.061], [-0.128, -4.842, 0.533], [-3.660, -2.064, 0.664], [-0.430, -0.381, 2.182], [0.608, 1.073, -0.214], [4.121, 2.054, 2.080], [-3.189, 2.633, -1.228], [0.683, -4.714, 2.077], [-2.108, -1.621, -3.308], [-3.736, 2.369, 4.093], [-0.139, -4.311, 1.487], [-3.736, 3.445, 3.823], [-3.572, -0.552, 0.725], [1.578, -0.171, -2.670], [-2.596, -4.730, 0.481], [-4.649, 1.946, 4.773], [-2.519, 0.282, -0.115], [-2.938, 1.131, 2.105], [-1.048, -3.499, -1.476], [-3.407, 1.135, -1.123], [-1.940, -3.358, -2.076], [-4.010, 1.859, 1.666], [-3.643, 4.386, -0.685], [-4.607, -0.258, 0.551], [6.215, 2.053, 1.120], [-0.529, 0.354, -2.460], [8.626, -2.623, -1.833], [-3.237, 0.745, -2.125]], "spin_multiplicity": 1, "e_tot_ev": -71274.4809, "max_force_ev_per_a": 2.8}

In g/mol, the molar mass values for the records above are, in order, 134.2, 133.2, 890.7, 671.6.